Record 1
C6H29NO8 | ωB97M-V/def2-TZVPD

Structure (XYZ):
```
44
Properties=species:S:1:pos:R:3:forces:R:3:mulliken_charge:R:1
C -0.117692 -0.517568 1.886421 -0.280 0.975 -0.582 -0.751
N 1.206834 -0.322929 1.278159 0.605 0.273 0.532 -0.080
C 1.227219 -0.547640 -0.166885 -0.421 -2.283 -0.505 -0.664
C 2.677051 -0.506933 -0.878044 -0.786 1.766 -0.994 -0.518
O 3.652559 -0.530508 0.139809 0.523 -0.107 -0.386 -0.608
C 0.108197 0.245170 -0.850565 2.173 2.201 -3.004 2.372
C 0.714538 1.656791 -1.163184 1.806 0.946 1.064 -1.759
C -0.146387 -0.281951 -2.263610 0.616 -1.364 -1.897 -1.520
H -0.767869 0.336158 1.580842 0.428 -0.863 0.487 0.142
H -0.058001 -0.506492 2.987936 0.178 -0.093 -0.511 0.318
H -0.563147 -1.455296 1.526155 0.136 0.269 0.404 0.225
H 1.771525 -1.039787 1.714493 0.354 0.170 -0.018 0.321
H 1.051953 -1.627472 -0.317408 -0.870 -0.056 -0.030 0.225
H 2.778800 0.417612 -1.500931 0.267 -0.179 1.345 0.168
H 2.894149 -1.198381 -1.757928 -0.730 -0.356 1.721 0.311
H 3.482607 -1.288891 0.708930 0.197 -0.048 -0.154 0.338
H -0.761287 0.532120 -0.321408 -0.895 -0.874 0.934 -0.356
H 1.363730 1.950458 -0.298380 -0.674 0.053 -0.380 0.086
H 1.438557 1.710185 -2.005315 -0.669 -0.459 0.295 0.378
H 0.031056 2.487544 -1.371331 -0.412 -0.376 0.154 0.573
H -0.039660 0.493123 -3.061997 0.136 -0.454 0.774 0.323
H -1.059850 -0.779148 -2.590586 -0.531 -0.071 0.920 0.342
H 0.620165 -1.082538 -2.493825 -0.545 0.937 0.103 0.225
O 3.547049 1.748594 1.933631 0.542 1.086 -0.124 -0.676
H 3.681523 1.007732 1.326100 -0.520 -0.263 0.366 0.387
H 2.990967 1.527722 2.679833 -0.119 -0.650 -0.251 0.300
O -0.124292 -4.189402 -1.851414 0.096 -0.009 0.057 -0.630
H -0.308612 -3.774798 -0.998212 -0.098 0.176 -0.304 0.257
H -0.389622 -3.545451 -2.519267 -0.032 -0.044 0.253 0.333
O -2.520378 2.349262 0.720228 -0.527 0.728 -1.488 -0.536
H -1.795284 2.423443 0.081601 0.279 -0.050 0.513 0.249
H -3.240196 2.700610 0.146762 0.300 -0.370 0.910 0.317
O -3.011764 -0.224640 1.710491 -0.055 -0.683 0.214 -0.607
H -3.063879 0.470174 2.376116 -0.125 -0.005 -0.286 0.252
H -3.890931 -0.368998 1.341698 0.029 0.343 0.001 0.283
O -2.062597 -2.625059 0.328530 -0.170 0.198 -2.192 -0.615
H -2.079172 -1.832216 0.880648 -0.201 -0.808 0.913 0.319
H -1.971369 -3.523840 0.640380 -0.126 0.492 1.122 0.289
O 1.016222 4.197700 1.430829 0.122 -0.262 0.077 -0.644
H 0.878920 3.990204 0.498028 0.165 -0.036 0.261 0.338
H 1.643234 3.528007 1.756451 -0.168 0.259 -0.360 0.338
O -3.921511 -0.504403 -1.106802 -0.837 0.340 -0.057 -0.662
H -3.803226 -1.444712 -0.937845 0.677 0.095 -0.086 0.319
H -3.080130 -0.053554 -1.219138 0.164 -0.547 0.189 0.302
```
Positions in Å, forces in eV/Å.

Properties
gap between HOMO and LUMO = 9.343 eV
SMILES = CN[C@H](CO)C(C)C.O.O.O.O.O.O.O

Record 2
CH4BrN4 | ωB97M-V/def2-TZVPD

Structure (XYZ):
```
10
Properties=species:S:1:pos:R:3:forces:R:3:mulliken_charge:R:1
H -2.312347 0.897560 -1.800465 0.005 0.410 0.175 0.299
N -1.572043 0.370594 -1.326350 0.549 -1.043 0.168 -0.350
N -0.939205 1.039447 -0.555248 1.650 -0.174 1.075 -0.012
C 0.265690 0.114881 0.203720 -2.501 0.430 -1.550 0.765
N 1.063935 0.748910 0.994208 0.425 -0.011 0.341 -0.320
N 0.155883 -1.140299 -0.065725 0.564 -1.211 0.293 -0.366
Br 1.133206 -2.620060 0.659347 -0.585 1.319 -0.455 0.110
H 1.001268 1.752136 1.110727 -0.122 -0.052 -0.102 0.268
H 1.769832 0.243538 1.524231 -0.109 0.174 -0.096 0.214
H -0.566218 -1.406706 -0.744446 0.123 0.156 0.150 0.392
```
Positions in Å, forces in eV/Å.

Properties
charge = +1
gap between HOMO and LUMO = 9.690 eV
SMILES = [H]/N=N/C(=[NH2+])NBr